## one
Below is a molecular structure, C3H7NORb, with properties calculated with wB97M-V/def2-TZVPD.

Results
**Net charge**: +1
**LUMO level**: -4.31 eV
**Kohn-Sham gap**: 7.45 eV

Each line ends with the Löwdin charge.
Positions of all 13 atoms, in Å:
Rb -13.531 6.237 -24.512  0.990
H -15.860 12.277 -29.493  0.079
C -19.304 10.381 -28.286  -0.081
C -17.088 11.239 -27.993  -0.607
H -16.467 13.252 -28.187  0.087
H -20.155 10.532 -28.950  0.083
H -18.376 11.717 -29.561  0.147
N -18.197 11.207 -28.708  0.012
H -19.691 10.584 -27.287  0.090
C -16.074 12.263 -28.424  -0.006
H -15.112 12.165 -27.921  0.080
O -16.918 10.558 -27.012  0.043
H -19.141 9.311 -28.414  0.084


## two
Below is a molecular structure, C3H7NORb, with properties calculated with wB97M-V/def2-TZVPD.

Results
**Net charge**: +1
**LUMO level**: -3.67 eV
**Kohn-Sham gap**: 9.06 eV

Each line ends with the Löwdin charge.
Positions of all 13 atoms, in Å:
C 1.617 0.155 -0.580  -0.023
H 2.376 -0.027 0.180  0.091
H -0.639 0.674 -1.805  0.148
H -0.942 0.088 1.774  0.091
H 0.242 -1.228 1.461  0.101
N 0.260 0.246 0.007  -0.169
H 1.734 -0.794 -1.104  0.090
C -0.840 0.392 -0.760  -0.313
Rb -4.566 -0.883 -1.019  1.005
H 0.777 0.325 2.018  0.097
O -1.994 0.226 -0.336  -0.173
H 1.934 0.985 -1.212  0.096
C 0.042 -0.160 1.377  -0.041


Stability summary - winner: two; margin: 26.8 kJ/mol.


## one
Below is 7 unconnected molecules or ions with the total composition CH18NO6, with properties calculated with wB97M-V/def2-TZVPD.

Results
**Net charge**: +1
**LUMO level**: -2.50 eV
**Kohn-Sham gap**: 11.73 eV

Each line ends with the Löwdin charge.
Positions of all 26 atoms, in Å:
H -4.120 -1.880 2.841  0.064
H -2.509 -1.404 1.384  0.013
H 0.659 -1.228 4.508  0.037
H 1.080 4.290 -2.599  0.065
H 0.778 4.260 -1.110  0.069
O -1.139 1.098 -0.832  -0.054
H 0.550 -2.424 3.525  0.033
O -1.958 -1.111 0.641  -0.060
H -3.506 -3.192 3.061  0.062
H 0.474 1.307 -1.967  0.110
C 2.201 0.621 -2.932  -0.019
H 1.895 -0.368 -3.246  0.103
H 3.257 0.495 -2.694  0.100
H -2.363 -1.566 -0.108  0.063
H 1.823 1.898 -1.415  0.109
O 0.853 3.688 -1.883  -0.033
H 2.287 1.420 -3.655  0.098
O 2.183 -1.140 0.085  -0.041
H -1.842 1.725 -0.683  0.057
H -1.252 0.259 -0.359  0.002
H 1.584 0.442 -0.934  0.102
O 0.562 -1.467 3.584  -0.058
O -3.675 -2.577 2.338  -0.043
N 1.438 1.042 -1.743  0.112
H 1.241 -1.101 0.298  0.044
H 2.615 -1.309 0.929  0.064


## two
Below is 7 unconnected molecules or ions with the total composition CH18NO6, with properties calculated with wB97M-V/def2-TZVPD.

Results
**Net charge**: +1
**LUMO level**: -2.92 eV
**Kohn-Sham gap**: 11.57 eV

Each line ends with the Löwdin charge.
Positions of all 26 atoms, in Å:
H -2.598 0.536 -0.177  0.041
H -1.249 3.644 -1.377  0.055
H 0.645 -1.491 0.267  0.122
H -0.124 -0.271 -0.636  0.037
H 2.186 -0.271 1.493  0.063
O 1.551 0.682 4.114  -0.073
N 0.081 -1.206 -0.590  0.118
H -2.262 -4.009 0.755  0.041
H 1.373 -0.685 2.675  0.048
O -2.103 -3.373 0.055  -0.086
H 2.189 1.179 3.522  0.079
H 0.762 2.346 -1.724  -0.013
H 0.680 -2.580 -2.175  0.095
C 0.884 -1.547 -1.856  0.002
O 1.093 1.707 -1.129  -0.063
O -2.364 0.289 -1.070  -0.067
H 0.786 0.742 3.477  0.059
H -2.377 -3.859 -0.804  0.104
O 1.449 -0.859 1.702  -0.061
H 0.686 -0.764 -2.622  0.105
H -0.482 4.613 -2.064  0.046
H 2.029 1.822 -0.802  0.085
H -3.269 -0.118 -1.282  0.103
H -0.887 -1.595 -0.553  0.112
H 1.932 -1.542 -1.550  0.089
O -0.355 4.014 -1.339  -0.040


Stability summary - winner: one; margin: 85.0 kJ/mol.


## one
Below is a single C3H7FO molecule, with properties calculated with wB97M-V/def2-TZVPD.

Results
**LUMO level**: 0.97 eV
**Kohn-Sham gap**: 11.56 eV
**Structure (SMILES)**: C[C@H](O)CF

Each line ends with the Löwdin charge.
Positions of all 12 atoms, in Å:
H 0.848 2.021 0.401  0.091
H 0.691 1.370 -1.209  0.095
O 0.929 -1.278 -0.202  -0.012
H -1.373 -0.856 1.127  0.122
F -1.583 0.133 -0.577  -0.045
C -0.939 0.014 0.627  -0.190
C 1.117 1.124 -0.202  -0.059
C 0.552 -0.120 0.427  -0.489
H -1.233 0.940 1.210  0.140
H 0.923 -0.152 1.473  0.154
H 2.188 1.083 -0.316  0.072
H 0.387 -1.493 -0.992  0.122


## two
Below is 2 unconnected molecules or ions with the total composition C3H7FO, with properties calculated with wB97M-V/def2-TZVPD.

Results
**LUMO level**: 0.87 eV
**Kohn-Sham gap**: 9.00 eV

Each line ends with the Löwdin charge.
Positions of all 12 atoms, in Å:
H 1.808 -0.145 0.927  0.007
H -1.050 1.801 -0.349  0.095
H 1.702 1.225 -0.473  -0.007
H -1.150 -2.095 0.045  0.125
C -0.689 0.036 0.106  -0.577
O -1.166 0.948 -0.691  0.101
F -1.199 0.118 1.310  0.101
C -0.504 -1.286 -0.475  -0.013
C 1.418 0.707 0.402  0.014
H -0.854 -1.149 -1.490  0.090
H 0.464 -1.699 -0.411  0.057
H 1.220 1.539 1.100  0.008


Stability summary - winner: one; margin: 233.1 kJ/mol.


## one
Below is 2 unconnected molecules or ions with the total composition C14H20N2O, with properties calculated with wB97M-V/def2-TZVPD.

Results
**LUMO level**: 0.65 eV
**Kohn-Sham gap**: 8.45 eV
**Structure (SMILES)**: Cc1c[nH]c2ccccc12.CCN(C)C(C)=O

Each line ends with the Löwdin charge.
Positions of all 37 atoms, in Å:
C 1.917 1.336 0.061  -0.074
H -1.259 -1.949 0.899  0.099
H -0.990 4.619 1.408  0.087
C -0.380 3.795 1.507  0.013
C 0.049 2.993 2.663  -0.208
C -1.323 -3.628 -3.225  -0.026
H 2.289 1.663 -0.896  0.109
H -2.395 -0.549 0.096  0.088
H 1.608 -1.055 -3.023  -0.010
N 0.332 3.284 0.380  0.069
H 3.053 -0.357 -0.059  0.081
C 2.479 0.251 0.548  -0.143
C 2.176 -0.135 1.858  -0.100
H -1.567 3.893 3.828  0.079
H -2.057 -3.154 -3.894  0.079
C -2.205 -1.683 0.222  -0.033
H -0.355 -3.613 -3.620  0.024
N -1.057 -2.680 -2.035  -0.113
H -3.013 -2.027 0.891  0.057
H -0.399 3.012 4.764  0.065
C 1.492 0.757 2.656  -0.068
H 1.316 0.511 3.724  0.116
C -0.524 3.581 3.867  -0.092
H -1.778 -4.767 -2.971  0.151
H 1.255 -1.991 -4.104  0.058
H 0.134 -0.512 -4.003  0.168
C 1.024 2.179 0.747  -0.178
O -3.245 -3.098 -1.253  0.001
H -0.092 4.561 4.120  0.085
C 0.217 -1.958 -1.931  -0.215
H 0.094 3.497 -0.554  0.134
H 1.024 -2.589 -1.587  0.108
C 0.731 -1.465 -3.306  -0.128
H 2.598 -1.084 2.387  0.134
C 0.835 1.913 2.224  -0.105
C -2.171 -2.509 -1.154  -0.447
H 0.188 -1.039 -1.236  0.133


## two
Below is 2 unconnected molecules or ions with the total composition C14H20N2O, with properties calculated with wB97M-V/def2-TZVPD.

Results
**LUMO level**: 0.81 eV
**Kohn-Sham gap**: 8.50 eV
**Structure (SMILES)**: Cc1c[nH]c2ccccc12.CCN(C)C(C)=O

Each line ends with the Löwdin charge.
Positions of all 37 atoms, in Å:
C -1.840 1.205 -0.703  -0.004
C 0.796 -0.618 -2.335  -0.055
C -0.245 -1.013 2.668  -0.249
O -0.689 -2.796 -0.496  -0.021
C 2.809 0.864 -2.703  -0.037
H 0.765 1.071 3.087  0.136
H 2.755 1.757 -3.272  0.052
H -1.210 -1.330 3.090  0.111
C -0.537 3.313 -0.456  -0.159
C -0.065 0.478 2.511  -0.083
C -1.693 2.559 -0.271  -0.111
H 1.885 -1.366 0.135  0.014
C 1.325 0.630 -2.300  -0.251
H -2.597 0.487 -0.460  0.096
H 0.888 -1.478 -2.984  0.129
H -2.576 3.075 0.288  0.124
H -2.549 -2.235 1.991  0.079
N -0.477 -0.593 -1.725  0.077
N 0.085 -1.772 1.500  -0.034
H 1.263 3.513 -1.525  0.110
H 3.375 0.739 -1.694  0.106
H 3.331 0.082 -3.263  0.064
C -2.166 -3.003 1.238  -0.008
C 0.456 2.864 -1.215  -0.051
C 0.461 1.492 -1.592  -0.138
H -1.873 -4.034 1.416  0.084
H -0.161 0.747 1.635  -0.071
C -0.663 0.677 -1.284  -0.250
H -0.521 4.448 -0.176  0.137
H -2.991 -2.997 0.387  0.123
H 0.499 -1.139 3.414  0.094
C -0.850 -2.454 0.682  -0.455
H 2.306 -1.250 1.806  0.127
H -1.107 -1.387 -1.624  0.124
C 1.452 -1.247 1.035  -0.024
H 1.463 -0.216 0.526  0.104
H -1.105 0.929 2.670  0.109


Stability summary - winner: one; margin: 38.7 kJ/mol.


## one
Below is a single C4H5OP molecule, with properties calculated with wB97M-V/def2-TZVPD.

Results
**LUMO level (spin up / spin down)**: 0.06 / 0.05 eV
**Kohn-Sham gap (spin up / spin down)**: 8.10 / 8.10 eV
**Structure (SMILES)**: C1=C2OP2CC1

Each line ends with the Löwdin charge.
Positions of all 11 atoms, in Å:
C -1.576 -1.657 -0.206  -0.482
H -1.039 -0.838 -2.095  0.109
H -0.667 1.284 -0.013  0.126
H 0.734 0.725 -0.829  0.107
C 0.211 -0.307 1.205  -0.326
C -0.844 -0.706 -0.991  -0.150
H 0.115 0.579 1.972  0.097
P -1.246 -1.547 1.525  1.020
C -0.103 0.286 -0.263  -0.294
H 1.208 -0.713 1.206  0.046
O -1.339 -2.868 0.310  -0.253


## two
Below is 2 unconnected molecules or ions with the total composition C4H5OP, with properties calculated with wB97M-V/def2-TZVPD.

Results
**LUMO level (spin up / spin down)**: -0.42 / -0.87 eV
**Kohn-Sham gap (spin up / spin down)**: 8.52 / 8.01 eV

Each line ends with the Löwdin charge.
Positions of all 11 atoms, in Å:
O 0.960 2.421 -0.849  -0.311
H 0.954 -2.460 0.702  0.146
H -1.663 -1.553 0.284  0.118
C -0.729 0.332 -0.542  -0.278
H 2.638 -0.652 0.195  0.074
C -0.743 -0.924 -0.020  -0.231
C 0.644 -1.382 0.243  -0.228
P 0.838 0.884 -1.188  0.826
H 0.366 2.795 -0.216  0.048
H -2.658 1.574 -1.250  0.121
C 1.553 -0.409 -0.028  -0.284


Stability summary - winner: one; margin: 165.9 kJ/mol.


## one
Below is 2 unconnected molecules or ions with the total composition C3N2O2, with properties calculated with wB97M-V/def2-TZVPD.

Results
**LUMO level**: -0.68 eV
**Kohn-Sham gap**: 12.15 eV
**Structure (SMILES)**: N#CC#N.O=C=O

Each line ends with the Löwdin charge.
Positions of all 7 atoms, in Å:
N -2.704 -0.771 -0.024  0.206
O 2.361 1.085 0.007  0.232
C -0.250 -1.135 -0.126  -0.185
O 0.093 1.586 0.121  0.141
N 0.836 -1.472 0.063  0.204
C 1.229 1.256 0.005  -0.432
C -1.564 -0.548 -0.046  -0.166


## two
Below is 2 unconnected molecules or ions with the total composition C3N2O2, with properties calculated with wB97M-V/def2-TZVPD.

Results
**LUMO level**: -0.51 eV
**Kohn-Sham gap**: 12.43 eV
**Structure (SMILES)**: N#CC#N.O=C=O

Each line ends with the Löwdin charge.
Positions of all 7 atoms, in Å:
C 0.422 -0.834 -0.502  -0.224
C -1.305 0.595 0.173  -0.526
C 1.271 -0.012 0.224  -0.187
O -1.141 1.335 -0.697  0.218
N -0.198 -1.619 -1.068  0.257
N 1.947 0.704 0.796  0.238
O -1.526 -0.082 1.070  0.224


Stability summary - winner: two; margin: 13.7 kJ/mol.